Version i
C3H2N2O3 | ωB97M-V with the def2-TZVPD basis set

lowest unoccupied orbital energy: -1.37 eV
highest occupied orbital energy: -10.95 eV
SMILES string: O=C1ON=CC=NO1

Atoms and positions in Å:
O (-0.72393, -1.19883, -0.30468)
O (-0.96973, 0.61357, 0.99994)
N (0.39848, -1.38052, 0.35256)
C (0.94037, 0.73511, -0.54068)
H (1.66762, 1.41575, -1.03614)
C (1.28513, -0.46951, 0.13862)
N (-0.19156, 1.37078, 0.00106)
O (-2.91083, -0.06604, -0.30491)
H (2.17471, -0.72342, 0.56386)
C (-1.67027, -0.29690, 0.13037)

Mulliken population analysis, charges in e, atoms 1 to 8: O -0.089; O -0.219; N -0.418; C -0.135; H 0.367; C -0.001; N -0.261; O -0.502


Version ii
C3H2N2O3 | ωB97M-V with the def2-TZVPD basis set

lowest unoccupied orbital energy (alpha / beta): -1.80 / -1.87 eV
highest occupied orbital energy (alpha / beta): -9.26 / -9.63 eV

Atoms and positions in Å:
C (0.73732, -0.21276, -0.89719)
H (0.59449, 1.94590, -1.13625)
H (1.39225, -0.60558, -1.65436)
O (-1.25396, -0.97361, 1.78623)
N (0.16311, -1.12748, 0.01218)
N (-0.60170, -0.47128, 0.85790)
O (0.35715, -2.35082, 0.00368)
O (-1.16504, 1.79139, 1.13389)
C (0.33910, 1.03456, -0.63342)
C (-0.56273, 0.96967, 0.52733)

Mulliken population analysis, charges in e, atoms 1 to 8: C -0.264; H 0.396; H 0.459; O -0.596; N 0.551; N 0.582; O -0.636; O -0.445


Quick one: most stable of them? version ii


Version i
C3H2N2O3 | ωB97M-V with the def2-TZVPD basis set

lowest unoccupied orbital energy: -0.35 eV
highest occupied orbital energy: -10.28 eV
SMILES string: O=C1OC=NN=CO1

Atoms and positions in Å:
O (0.53670, -0.83220, -0.91124)
H (0.63591, 1.22246, 2.46999)
N (-0.17461, -0.47140, 1.81115)
C (-0.64225, -1.50829, -0.21100)
O (0.22025, 1.33140, 0.27077)
C (0.27237, 0.70100, 1.54460)
N (-0.92557, -1.12679, 0.94922)
H (-1.06981, -2.11485, -0.92324)
C (0.45544, 0.57688, -1.03581)
O (0.19577, 1.18357, -2.19153)

Mulliken population analysis, charges in e, atoms 1 to 8: O -0.334; H 0.380; N -0.356; C 0.060; O -0.312; C 0.135; N -0.167; H 0.438


Version ii
C3H2N2O3 | ωB97M-V with the def2-TZVPD basis set

lowest unoccupied orbital energy: -0.50 eV
highest occupied orbital energy: -11.15 eV
SMILES string: O=c1ncoc(=O)[nH]1

Atoms and positions in Å:
H (1.22168, 0.99682, 1.13923)
N (0.93368, 0.13362, 0.55764)
N (-0.35643, 0.35944, -1.37341)
O (-0.76314, -1.28127, 0.22846)
O (1.30144, 1.97688, -0.99537)
O (-0.38597, -0.76275, 2.39851)
C (0.65882, 1.05854, -0.56043)
C (-0.84467, -0.70899, -1.04160)
C (-0.08451, -0.67752, 1.15459)
H (-1.68091, -1.09478, -1.50763)

Mulliken population analysis, charges in e, atoms 1 to 8: H 0.312; N -0.251; N -0.399; O -0.301; O -0.434; O -0.549; C 0.444; C 0.144


Quick one: most stable of them? version ii


Version i
C3H2N2O3 | ωB97M-V with the def2-TZVPD basis set

lowest unoccupied orbital energy: -0.74 eV
highest occupied orbital energy: -10.82 eV
SMILES string: O=c1oncnc1O

Atoms and positions in Å:
C (0.96715, -0.52981, 0.03753)
O (1.95826, -0.94742, -0.56595)
H (-2.09782, 1.13103, 1.49948)
C (-1.07609, 0.78854, 1.08631)
O (0.81104, -0.35937, 1.39395)
O (-0.00505, -0.47264, -2.08524)
C (-0.15587, -0.08033, -0.74737)
H (0.89152, -0.51746, -2.19609)
N (-0.22447, 0.32972, 1.90939)
N (-1.06866, 0.65774, -0.33202)

Mulliken population analysis, charges in e, atoms 1 to 8: C 0.794; O -0.583; H 0.328; C -0.011; O -0.158; O -0.463; C 0.442; H 0.328


Version ii
C3H2N2O3 | ωB97M-V with the def2-TZVPD basis set

lowest unoccupied orbital energy: -1.19 eV
highest occupied orbital energy: -11.16 eV
SMILES string: N#C/C(=N\O)C(=O)O

Atoms and positions in Å:
N (-2.61480, -0.37634, -0.01480)
N (0.45364, 0.45492, -1.20732)
H (0.39789, 1.04424, -2.92798)
H (2.45401, -0.20548, -0.32222)
O (0.34466, 0.01624, 2.36581)
O (-0.39739, 0.67772, -2.26415)
C (0.75866, -0.25722, 1.14996)
C (-1.40640, -0.43012, -0.07604)
O (2.09260, -0.19329, 0.73401)
C (-0.02604, -0.21168, -0.22065)

Mulliken population analysis, charges in e, atoms 1 to 8: N -0.392; N -0.303; H 0.416; H 0.432; O -0.498; O -0.363; C 0.532; C 0.175


Quick one: most stable of them? version i


Version i
C3H6N2S | ωB97M-V with the def2-TZVPD basis set

lowest unoccupied orbital energy: 0.93 eV
highest occupied orbital energy: -7.78 eV
SMILES string: C=CS/C=N/N

Atoms and positions in Å:
H (2.26918, -0.59544, 0.34342)
S (0.51174, 0.90120, -0.52089)
C (1.65093, -0.37323, -0.62327)
N (-2.55571, 0.57775, 1.77185)
H (-3.16271, 1.35204, 2.05897)
H (1.84345, 0.01670, -2.65754)
C (2.31029, -0.56198, -1.75245)
H (3.26836, -1.37662, -2.15048)
H (-2.86201, -0.39683, 1.69051)
N (-1.54674, 1.14544, 0.91426)
H (-0.92881, -0.87369, 0.58844)
C (-0.79798, 0.18466, 0.33719)

Mulliken population analysis, charges in e, atoms 1 to 8: H 0.258; S -0.123; C -0.126; N -0.429; H 0.228; H 0.182; C -0.492; H 0.223


Version ii
C3H6N2S | ωB97M-V with the def2-TZVPD basis set

lowest unoccupied orbital energy: 0.62 eV
highest occupied orbital energy: -8.80 eV
SMILES string: C=N/N=C\SC

Atoms and positions in Å:
H (-1.59363, 1.80016, -1.81729)
S (0.74902, -0.54405, 2.01106)
C (-0.22079, 0.86401, 1.43657)
H (1.91043, -2.24488, 0.78633)
H (-1.00422, 0.26150, -2.78079)
C (1.16383, -1.44673, 0.50625)
N (-0.78085, 1.22560, 0.34135)
C (-1.07695, 0.84815, -1.86650)
N (-0.48412, 0.47376, -0.79794)
H (-0.45292, 1.51584, 2.29913)
H (1.51098, -0.76514, -0.24996)
H (0.27922, -1.98823, 0.13178)

Mulliken population analysis, charges in e, atoms 1 to 8: H 0.307; S -0.030; C -0.026; H 0.295; H 0.255; C -0.697; N -0.537; C -0.371


Quick one: most stable of them? version ii


Version i
C3H6N2S | ωB97M-V with the def2-TZVPD basis set

lowest unoccupied orbital energy: 0.73 eV
highest occupied orbital energy: -8.53 eV

Atoms and positions in Å:
C (0.01113, -1.41166, -0.42524)
N (-1.78742, 0.37023, 0.84154)
H (-2.74969, 0.16516, 0.75851)
C (1.49921, 0.39392, 0.21082)
S (-1.05467, -0.06683, -0.51212)
H (2.26975, 1.02539, 0.56383)
H (-0.33869, -2.13668, 0.32538)
C (0.32729, 1.21025, -0.23859)
N (1.54942, -0.90757, 0.15711)
H (0.47352, 1.78759, -1.04694)
H (0.00907, -2.07602, -1.22568)
H (-0.20890, 1.64623, 0.59139)

Mulliken population analysis, charges in e, atoms 1 to 8: C -0.363; N -0.700; H 0.215; C 0.046; S 0.174; H 0.393; H 0.276; C -0.660


Version ii
C3H6N2S | ωB97M-V with the def2-TZVPD basis set

lowest unoccupied orbital energy: 0.89 eV
highest occupied orbital energy: -8.55 eV

Atoms and positions in Å:
S (0.19556, -0.32776, -2.01728)
C (-0.93926, -0.76212, -0.76929)
C (0.80452, -0.10198, 0.82571)
H (-0.59125, -0.28438, 2.41965)
H (-1.36052, -1.71629, -0.90345)
H (-0.11836, 1.87060, -1.93531)
H (-1.51995, 0.01968, -0.35911)
N (0.36205, -0.77898, -0.37514)
C (0.33500, -0.03200, 2.08831)
H (1.75212, 0.37435, 0.56748)
N (0.38186, 1.12507, -2.43371)
H (0.69822, 0.61382, 2.89213)

Mulliken population analysis, charges in e, atoms 1 to 8: S 0.220; C -0.523; C 0.119; H 0.305; H 0.272; H 0.238; H 0.379; N -0.133


Version iii
C3H6N2S | ωB97M-V with the def2-TZVPD basis set

lowest unoccupied orbital energy: -0.11 eV
highest occupied orbital energy: -9.02 eV

Atoms and positions in Å:
H (0.02929, 1.96269, 0.48476)
S (-2.74492, -0.82854, -0.06667)
C (0.22315, -1.37423, 0.21301)
H (-1.80041, 1.41648, -0.19449)
N (-0.22603, -0.02332, -0.11715)
H (1.19602, 1.37090, -0.97191)
H (2.13472, -1.18846, -1.12140)
H (-0.62379, -2.02821, 1.16343)
N (1.41588, -1.87636, -0.16914)
C (-1.68046, 0.31855, -0.20697)
H (1.45746, 1.09960, 0.88760)
C (0.61907, 1.15089, 0.09892)

Mulliken population analysis, charges in e, atoms 1 to 8: H 0.388; S -0.346; C 0.054; H 0.251; N 0.038; H 0.244; H 0.277; H 0.245


Version iv
C3H6N2S | ωB97M-V with the def2-TZVPD basis set

lowest unoccupied orbital energy: -0.53 eV
highest occupied orbital energy: -8.42 eV

Atoms and positions in Å:
C (1.12210, -0.33498, -0.17251)
H (1.04091, 1.70620, 0.47098)
N (-1.27313, -1.07213, -0.50612)
H (-3.25664, -1.44615, -0.26898)
N (-0.31618, -0.24213, -0.32375)
H (2.60252, 0.82681, 0.66523)
H (2.47480, 1.17773, -0.94518)
S (1.83633, -1.80169, 0.03816)
C (1.84192, 0.96100, -0.07332)
H (-0.52658, 0.65996, -0.43212)
H (-3.00162, 0.28296, 1.34830)
C (-2.54443, -0.71759, 0.19931)

Mulliken population analysis, charges in e, atoms 1 to 8: C 0.369; H 0.258; N -0.754; H 0.298; N 0.279; H 0.311; H 0.260; S -0.292


Quick one: most stable of them? version i


Version i
C3H6N2S | ωB97M-V with the def2-TZVPD basis set

lowest unoccupied orbital energy: 0.56 eV
highest occupied orbital energy: -8.13 eV
SMILES string: N/C=C\C=N/S

Atoms and positions in Å:
H (1.62342, -0.29981, -1.36493)
C (0.79134, 0.01366, -0.74831)
N (-1.33335, -0.13989, 1.26958)
N (-0.00253, 1.12574, -1.19570)
S (-2.07195, -1.03621, 0.07675)
H (-0.89487, -1.57127, -0.61945)
C (-0.02891, -0.05497, 1.53954)
H (0.16457, 0.57864, 2.51242)
H (-0.10460, 0.90543, -2.17645)
C (0.96257, -0.44152, 0.56029)
H (-0.89448, 1.84422, -0.64147)
H (1.78879, -0.92401, 0.78773)

Mulliken population analysis, charges in e, atoms 1 to 8: H 0.341; C -0.355; N -0.410; N -0.469; S -0.110; H 0.179; C -0.063; H 0.288


Version ii
C3H6N2S | ωB97M-V with the def2-TZVPD basis set

lowest unoccupied orbital energy: 0.40 eV
highest occupied orbital energy: -7.63 eV
SMILES string: NC(N)=CC=S

Atoms and positions in Å:
H (0.21691, 0.93631, -2.14318)
N (-0.19453, 0.71505, -1.19971)
C (-1.21768, 0.38841, 1.47204)
H (-1.44144, 0.10595, 2.47745)
N (1.58914, -0.86260, -0.72622)
H (1.87990, -0.80873, -1.74975)
H (1.82046, -1.68407, -0.19609)
H (0.03886, -1.37503, 1.46072)
S (-1.97091, 1.85100, 0.89641)
C (-0.24273, -0.43812, 0.89350)
C (0.40474, -0.22577, -0.41896)
H (-0.88272, 1.39761, -0.76618)

Mulliken population analysis, charges in e, atoms 1 to 8: H 0.212; N -0.272; C -0.381; H 0.289; N -0.452; H 0.238; H 0.250; H 0.138


Quick one: most stable of them? version ii


Version i
C3H6N2S | ωB97M-V with the def2-TZVPD basis set

lowest unoccupied orbital energy: 0.88 eV
highest occupied orbital energy: -8.36 eV
SMILES string: C1=NNCCS1

Atoms and positions in Å:
H (-0.98139, -1.94093, -0.31769)
H (-1.17630, 0.74683, 2.47545)
H (0.95938, -1.02205, -1.41561)
C (-0.89743, 0.52787, 1.41533)
C (0.54676, -0.62929, -0.48688)
S (-0.03342, 1.81290, 0.60458)
H (0.17325, 1.06772, -1.68151)
N (-1.27681, -0.58339, 0.92914)
N (-0.82625, -0.94842, -0.34255)
H (1.73030, 1.23535, -0.83924)
H (1.08282, -1.11329, 0.39400)
C (0.69909, 0.84670, -0.73501)

Mulliken population analysis, charges in e, atoms 1 to 8: H 0.290; H 0.361; H 0.320; C -0.044; C -0.646; S -0.163; H 0.302; N -0.464


Version ii
C3H6N2S | ωB97M-V with the def2-TZVPD basis set

lowest unoccupied orbital energy: 0.05 eV
highest occupied orbital energy: -8.55 eV
SMILES string: S=C1CCNN1

Atoms and positions in Å:
C (-0.45056, -0.16001, 1.01075)
H (0.49560, -1.16343, -1.69512)
S (-1.13419, -0.21995, 2.52767)
H (0.28781, 1.56739, 0.99510)
H (1.57619, 0.20213, 0.84629)
H (-0.28700, 1.41267, -0.84568)
C (0.34994, 0.61310, -0.79259)
N (-0.24138, -0.64116, -1.18393)
N (-0.73097, -1.20521, 0.06648)
H (-1.75301, -1.57770, 0.08511)
H (1.23365, 0.60479, -1.57295)
C (0.65391, 0.56736, 0.55887)

Mulliken population analysis, charges in e, atoms 1 to 8: C -0.073; H 0.307; S -0.301; H 0.192; H 0.301; H 0.267; C -0.431; N -0.371


Version iii
C3H6N2S | ωB97M-V with the def2-TZVPD basis set

lowest unoccupied orbital energy: 0.65 eV
highest occupied orbital energy: -9.98 eV
SMILES string: C[C@](N)(S)C#N

Atoms and positions in Å:
H (0.49256, 0.28425, 1.47912)
H (1.14948, 0.40020, -0.74248)
C (-2.16344, 0.72630, -0.12378)
C (-0.93555, 0.00059, 0.12309)
N (-0.46022, 0.37868, 1.43072)
H (-0.30657, 1.69063, -0.98654)
S (-1.19986, -1.89650, 0.11781)
H (-0.24900, 0.26531, -1.90318)
C (0.07235, 0.58497, -0.87321)
H (-1.44074, -1.94601, -1.14322)
N (-3.04962, 1.40906, -0.38645)
H (-0.88622, -0.23517, 2.08041)

Mulliken population analysis, charges in e, atoms 1 to 8: H 0.218; H 0.334; C 0.096; C 0.790; N -0.676; H 0.355; S -0.203; H 0.334


Version iv
C3H6N2S | ωB97M-V with the def2-TZVPD basis set

lowest unoccupied orbital energy: 0.82 eV
highest occupied orbital energy: -8.89 eV
SMILES string: S/N=C\N1CC1

Atoms and positions in Å:
C (0.30728, 1.32163, -0.10725)
N (1.53850, 0.99727, -0.05295)
S (2.27974, -0.53526, 0.02676)
H (-2.37805, -0.30620, 1.05796)
H (3.53090, -0.04379, -0.01924)
H (-0.59866, -0.63850, 1.47482)
H (0.05488, 2.39384, -0.02194)
H (0.04142, -1.37944, -0.65897)
H (-1.59945, -1.11816, -1.42703)
C (-0.91286, -0.85375, -0.63688)
N (-0.90241, 0.56874, -0.33928)
C (-1.36130, -0.40638, 0.70399)

Mulliken population analysis, charges in e, atoms 1 to 8: C 0.095; N -0.384; S -0.154; H 0.235; H 0.155; H 0.213; H 0.352; H 0.091


Quick one: most stable of them? version iii